Molecular formula: C15H32Cl8N3O2
Method: DFT, the ωB97M-V functional and the def2-TZVPD basis

**HOMO-LUMO gap**: 0.3479 Ha
**HOMO**: -12.67 eV
**Net charge**: +1

Geometry (Å):
C 5.3724 0.7413 -0.7621
C 4.3524 -0.2728 -0.1941
C 3.0782 -0.4263 -1.0520
C 1.8019 0.1326 -0.3895
C 0.6712 -0.9013 -0.2840
C -0.3932 -0.5575 0.7571
N -1.5530 0.3021 0.3298
C -2.6870 -0.4669 -0.2982
C -2.5443 -0.6451 -1.7814
N -2.4418 0.6716 -2.4168
C -1.1899 1.2897 -1.9791
C -1.1981 1.5283 -0.4796
C -2.2486 2.6266 -0.1462
O -1.6387 3.6705 0.5991
N -1.1674 4.6776 -0.3366
O -0.0683 4.9698 -0.1167
H 5.1574 0.9807 -1.8022
H 5.3626 1.6734 -0.2009
H 6.3727 0.3181 -0.7323
H 4.8564 -1.2370 -0.1804
H 4.1075 0.0164 0.8247
H 3.2347 0.1287 -1.9761
H 2.9264 -1.4619 -1.3563
H 1.4389 0.9501 -1.0173
H 2.0010 0.5487 0.5974
H 0.2764 -1.1307 -1.2715
H 1.1276 -1.8263 0.0749
H -0.8361 -1.4859 1.1120
H 0.0999 -0.0900 1.6074
H -1.9430 0.6654 1.1998
H -3.5689 0.1549 -0.1377
H -2.8474 -1.3934 0.2417
H -1.7465 -1.3348 -2.0642
H -3.4747 -1.1053 -2.1145
H -2.3575 0.5049 -3.4119
H -1.0987 2.2760 -2.4351
H -0.3230 0.7174 -2.3258
H -0.2553 1.9097 -0.1025
H -3.0947 2.2489 0.4271
H -2.6557 3.0280 -1.0740
C -1.0818 -3.2584 -5.1284
Cl -1.6739 -1.6228 -4.7804
Cl -0.5011 -4.0531 -3.6628
H -1.8995 -3.8358 -5.5416
H -0.2652 -3.1830 -5.8357
C -3.9319 -4.5750 0.8767
Cl -2.2726 -3.9915 0.6471
Cl -5.0312 -3.8692 -0.3114
H -3.9333 -5.6521 0.7645
H -4.2622 -4.2914 1.8684
C 1.2116 2.9586 2.5016
Cl -0.1170 2.1637 3.3643
Cl 2.7249 2.0590 2.6552
H 0.9434 3.0193 1.4541
H 1.3536 3.9524 2.9084
C 1.5515 0.4838 6.5047
Cl 0.2369 -0.3136 7.3763
Cl 3.0677 -0.4151 6.6186
H 1.2744 0.5584 5.4602
H 1.6998 1.4699 6.9284

***

Molecular formula: C15H22N2S
Method: DFT, the ωB97M-V functional and the def2-TZVPD basis

**HOMO-LUMO gap**: 0.3159 Ha
**Structure (SMILES)**: C[C@@H]1CCCN(C(=S)NCCc2ccccc2)C1
**Relative energy (zero: lowest compared OMol25 entry of this formula, charge and spin)**: 0.273 eV
**HOMO**: -7.80 eV

Geometry (Å):
C -0.9575 -3.3975 0.1686
H 0.1112 -3.3153 -0.0176
C -1.5902 -2.0168 0.2969
C -3.0927 -2.1072 0.5703
C -3.7092 -0.7116 0.6239
C -3.3742 0.0570 -0.6528
N -1.9379 0.1264 -0.8418
C -1.2547 1.2215 -0.4188
S -2.0321 2.5314 0.2467
N 0.0798 1.2618 -0.6319
H 0.5476 0.4486 -1.0007
C 0.9584 2.2734 -0.1057
H 1.6080 2.6277 -0.9126
H 0.3366 3.0995 0.2454
C 1.8154 1.7253 1.0488
C 2.6569 0.5767 0.5730
C 3.8349 0.8104 -0.1272
C 4.5828 -0.2423 -0.6223
C 4.1611 -1.5472 -0.4276
C 2.9910 -1.7919 0.2698
C 2.2443 -0.7365 0.7646
H 1.3355 -0.9341 1.3162
H 2.6617 -2.8084 0.4326
H 4.7447 -2.3697 -0.8135
H 5.4983 -0.0455 -1.1607
H 4.1688 1.8270 -0.2792
H 1.1538 1.4042 1.8550
H 2.4482 2.5325 1.4196
C -1.3654 -1.1963 -0.9830
H -0.3008 -1.1577 -1.2170
H -1.8682 -1.6888 -1.8230
H -3.7666 1.0727 -0.6031
H -3.8017 -0.4501 -1.5239
H -4.7915 -0.7771 0.7381
H -3.3103 -0.1591 1.4768
H -3.2680 -2.6317 1.5116
H -3.5666 -2.6846 -0.2280
H -1.1180 -1.4808 1.1286
H -1.4081 -3.9468 -0.6554
H -1.1055 -3.9682 1.0822

***

Molecular formula: C5H7NO
Method: DFT, the ωB97M-V functional and the def2-TZVPD basis

**HOMO-LUMO gap**: 0.3704 Ha
**Structure (SMILES)**: [H]/N=C/[C@@H]1C(=O)[C@H]1C
**Relative energy (zero: lowest compared OMol25 entry of this formula, charge and spin)**: 2.197 eV
**HOMO**: -9.17 eV

Geometry (Å):
C -1.9390 0.7500 -0.0438
C -0.6732 -0.0040 -0.3932
C 0.4971 -0.0640 0.6371
C 1.8872 -0.0145 0.1194
N 2.1282 -0.1219 -1.1237
C -0.3427 -1.2516 0.2820
O -0.5565 -2.4091 0.4958
H -1.7959 1.8275 -0.1736
H -2.2361 0.5678 0.9953
H -2.7649 0.4314 -0.6869
H -0.3025 0.0857 -1.4159
H 0.3273 0.3833 1.6155
H 2.6684 0.0870 0.8844
H 3.1328 -0.1064 -1.2968

***

Molecular formula: C22H28BBr54GaI2NO4
Method: DFT, the ωB97M-V functional and the def2-TZVPD basis

**HOMO-LUMO gap**: 0.2505 Ha
**HOMO**: -6.00 eV
**Net charge**: -1

Geometry (Å):
C 0.1322 -4.0559 -1.0481
O 1.3567 -4.2180 -0.3167
B 2.0090 -2.9598 -0.3188
O 2.7854 -2.6424 -1.4822
Ga 1.9156 -1.5052 1.1850
I 0.7367 -2.3581 3.3633
C 1.0795 0.2030 0.4219
C 0.3376 -0.1462 -0.9024
C -0.6341 0.9760 -1.3964
I 0.3649 2.7740 -2.0360
O 3.7682 -1.1252 1.6602
N 4.1341 -1.9570 2.6438
O 4.5211 -3.0028 2.1657
H -0.0728 -4.8961 -1.7351
H 0.1586 -3.1378 -1.6822
H -0.7182 -3.9158 -0.3464
H 2.1781 -2.4206 -2.2028
H 0.3578 0.6909 1.1036
H 1.9183 0.8998 0.2376
H -0.3257 -1.0150 -0.6845
H 1.0767 -0.3537 -1.6972
H -1.1575 0.5474 -2.2783
H -1.4375 1.1793 -0.6612
C -3.3902 -0.9583 1.7432
Br -1.5455 -1.2180 2.3940
Br -3.7504 0.9108 1.3283
Br -3.8085 -2.1196 0.2537
H -4.0558 -1.2396 2.5446
C -4.1205 0.8989 5.9015
Br -5.5997 2.1312 5.6984
Br -3.5027 0.2294 4.1942
Br -2.6814 1.6732 6.9329
H -4.4911 0.0509 6.4636
C -4.9764 3.9384 -1.2712
Br -5.4738 2.3004 -2.1675
Br -4.6842 3.6563 0.6139
Br -3.4493 4.7876 -2.1005
H -5.8114 4.6198 -1.3685
C 7.4331 -4.7463 4.2371
Br 7.7936 -5.9691 2.7886
Br 9.0105 -3.7278 4.7245
Br 5.9062 -3.6160 3.7870
H 7.1665 -5.3426 5.1026
C 0.2883 7.3081 -0.9055
Br -0.1020 6.6720 -2.6893
Br 0.3689 9.2374 -0.8442
Br -0.9486 6.6001 0.3967
H 1.2731 6.9391 -0.6422
C -1.5841 4.2683 10.4825
Br -0.5255 4.4542 12.0875
Br -0.5995 3.3889 9.0749
Br -3.2684 3.3907 10.8318
H -1.8123 5.2673 10.1347
C 4.8838 2.4423 1.5248
Br 3.3545 3.0763 0.5331
Br 6.5145 3.3068 0.9439
Br 4.6209 2.6125 3.4293
H 4.9870 1.3839 1.3109
C 4.6726 6.7501 0.4928
Br 4.1305 6.1347 -1.2534
Br 6.4385 7.5299 0.4597
Br 3.3712 7.9515 1.2635
H 4.7211 5.8773 1.1348
C -4.5490 1.8728 -6.5197
Br -3.2854 0.5865 -7.2186
Br -3.7529 3.0219 -5.1905
Br -5.3882 2.8999 -7.9286
H -5.3324 1.3098 -6.0286
C -6.8845 -4.6697 1.2307
Br -5.6082 -5.9333 0.4268
Br -6.0297 -3.5658 2.5645
Br -7.7793 -3.6068 -0.1087
H -7.6385 -5.2392 1.7436
C -1.7034 7.1606 -6.7618
Br -0.5853 5.9611 -5.7477
Br -2.9757 8.0747 -5.6296
Br -0.6633 8.3998 -7.8163
H -2.2726 6.5519 -7.4548
C -7.7042 -4.3469 6.2687
Br -7.2793 -5.9883 5.3413
Br -6.2382 -3.0910 6.2144
Br -9.3428 -3.5602 5.6162
H -7.8650 -4.6026 7.3077
C 8.0280 -9.5934 0.7407
Br 9.3089 -8.2011 0.3605
Br 7.5927 -10.6166 -0.8390
Br 8.6132 -10.7260 2.1915
H 7.1169 -9.1062 1.0652
C -8.9903 -8.7331 0.2384
Br -8.3035 -10.2707 -0.7081
Br -7.6489 -7.2917 0.3321
Br -10.6749 -8.1256 -0.5091
H -9.1964 -9.0539 1.2537
C 12.6261 -5.7607 5.0157
Br 12.1548 -6.5083 3.2989
Br 12.7535 -3.8338 4.9471
Br 11.4243 -6.3519 6.4072
H 13.6096 -6.1346 5.2672
C 4.9862 -3.9634 -3.4342
Br 6.2468 -2.5661 -3.8682
Br 3.8939 -4.4401 -4.9580
Br 5.8660 -5.5093 -2.6786
H 4.3172 -3.5676 -2.6740
C 0.0577 3.4554 -8.6799
Br -1.8437 3.6079 -8.3823
Br 0.4849 1.9330 -9.7883
Br 0.8056 5.0902 -9.3851
H 0.5177 3.2855 -7.7141
C -4.3732 10.5690 -8.2172
Br -2.9421 11.4197 -9.1935
Br -5.0828 11.7191 -6.8387
Br -5.7596 9.9231 -9.3968
H -3.9487 9.7045 -7.7213

***

Molecular formula: C8H20Br2Cl8N
Method: DFT, the ωB97M-V functional and the def2-TZVPD basis

**HOMO-LUMO gap**: 0.2259 Ha
**Relative energy (zero: lowest compared OMol25 entry of this formula, charge and spin)**: 0.368 eV
**HOMO**: -4.07 eV
**Net charge**: -1

Geometry (Å):
N 0.3759 -1.2031 0.8935
H 0.8618 -1.7572 1.5842
H 0.8427 -0.3260 1.0747
H -0.5864 -1.0159 1.1366
H 0.5624 -1.4790 -0.0600
Br 2.0207 -3.0696 2.8881
Br -2.5384 -1.5665 2.6897
Cl -0.2454 -3.6252 -1.0409
C -1.7587 -4.4468 -1.6075
C -2.8223 -4.3645 -0.5515
Cl -2.4399 -5.1295 0.9792
H -1.5017 -5.4995 -1.7252
H -2.0328 -3.9294 -2.5269
H -3.7716 -4.7400 -0.9336
H -3.0084 -3.3025 -0.3908
Cl 3.0296 1.0312 0.7982
C 4.0728 2.0327 -0.3003
C 3.1005 3.0009 -1.0712
Cl 2.0799 2.0398 -2.2572
H 4.6188 1.3001 -0.8946
H 4.7863 2.5220 0.3628
H 3.5449 3.8268 -1.6265
H 2.4450 3.4767 -0.3418
Cl -0.4600 -0.3657 -1.9594
C -1.5819 0.8809 -2.6278
C -2.9982 0.3712 -2.5526
Cl -3.4924 0.0367 -0.9145
H -1.3006 0.9584 -3.6780
H -1.3505 1.8546 -2.1961
H -3.0406 -0.5570 -3.1225
H -3.6569 1.0304 -3.1179
Cl 0.0106 2.6582 0.9896
C 0.2256 3.2295 2.6275
C 1.3700 2.4887 3.3066
Cl 1.0223 0.7465 3.4667
H -0.7154 3.0113 3.1325
H 0.4572 4.2945 2.6125
H 1.6250 2.9324 4.2690
H 2.2503 2.6543 2.6854

***

Molecular formula: C3H3AgMgO4
Method: DFT, the ωB97M-V functional and the def2-TZVPD basis

**HOMO-LUMO gap (alpha / beta)**: 0.1818 / 0.3606 Ha
**Spin multiplicity**: 2
**HOMO (alpha / beta)**: -9.85 / -14.73 eV
**Net charge**: +1

Geometry (Å):
H -0.8530 -1.3138 0.7290
C -2.0082 -0.1763 -0.5216
C -0.6556 -0.7278 -0.2045
O 0.1945 0.3727 0.0308
C 1.4852 0.1882 0.4023
O 1.9359 -0.9568 0.5888
O 2.1469 1.2402 0.5463
O -2.2143 1.0235 -0.5851
Mg 3.8158 0.0153 1.0956
H -2.7797 -0.9160 -0.8038
H -0.2928 -1.3676 -1.0230
Ag -0.7748 2.6184 -0.2549